1.
DFT (ωB97M-V/def2-TZVPD) results for the molecule C6H8F3NO in a non-equilibrium geometry.

Geometry (Å):
C 2.0912 0.4936 -1.4825
C 1.3259 -0.2695 -0.4310
C 1.7315 -1.0208 0.5696
N 2.0937 -1.5265 1.5888
O -0.0971 -0.4418 -0.7035
C -0.8459 0.0244 0.3495
C -1.1859 1.5113 0.3037
F -0.3260 -0.2117 1.5779
C -2.2197 -0.7710 0.2592
F -3.1555 -0.3719 1.0977
F -2.6917 -0.7023 -1.0002
H 2.2645 -0.0335 -2.4511
H 3.0820 0.6810 -1.1024
H 1.5022 1.4491 -1.5619
H 2.4763 -2.3800 1.8155
H -1.5937 1.5819 -0.7653
H -0.2268 2.1234 0.4045
H -1.9792 1.7161 1.0631
H -2.2461 -1.8517 0.4682

Force components x, y, z for each atom (eV/Å):
-0.8 0.2 0.5
-1.1 -0.8 -1.2
0.9 0.1 -1.1
-0.4 2.3 1.1
1.7 0.0 0.6
-3.1 0.8 0.1
0.4 0.0 -1.7
0.1 -0.7 0.7
1.2 -2.4 -0.4
-1.1 1.9 1.1
-0.3 0.8 -0.8
-0.7 0.4 0.6
0.4 0.4 0.2
0.9 -0.7 -0.5
0.7 -2.3 -0.1
0.4 0.6 1.6
-1.5 -0.7 0.0
0.9 0.2 -0.7
1.5 0.0 -0.1

Computed properties:
Charge ... 0
HOMO ... -8.38 eV
E_LUMO ... 0.82 eV
Relative energy (zero: lowest compared OMol25 entry of this formula, charge and spin) ... 99.5 kJ/mol
Frontier orbital gap ... 0.3378 Eh
SMILES string ... CC(=C=N)O[C@](C)(F)C(F)F

---

2.
DFT (ωB97M-V/def2-TZVPD) results for a cluster of 2 separate species, C6H8F3NO2 in total in a non-equilibrium geometry.

Geometry (Å):
C 2.1912 1.8550 -0.5582
C 0.6883 -0.3205 -2.0108
C -1.2184 -0.6906 1.1275
C 1.7436 0.7750 0.3550
C -0.1579 0.0084 -0.9210
C 2.5470 -0.4330 0.5011
N -0.5520 -0.9753 -0.1098
O 1.6540 2.9424 -0.5817
O 1.1717 -1.3616 -2.3322
F 1.7574 -1.5146 0.7264
F 3.3756 -0.6907 -0.5164
F 3.3495 -0.4301 1.6320
H 2.9344 1.4568 -1.4703
H 0.7572 0.5648 -2.8169
H -2.2537 -0.9924 1.1321
H -0.6826 -0.9753 2.0838
H -1.2419 0.3969 1.0071
H 1.1975 1.1675 1.2599
H -0.7095 0.9861 -0.9589
H -0.1260 -1.7868 -0.2564

Force components x, y, z for each atom (eV/Å):
0.1 -1.7 -1.7
0.7 2.7 -4.6
0.2 1.5 0.4
-0.9 2.0 -0.9
-0.3 0.4 3.3
0.9 -0.4 1.5
-2.4 3.6 -0.5
0.6 0.0 0.0
0.2 -1.4 0.8
0.2 -0.5 -0.3
-0.4 -0.1 0.0
-0.2 0.4 -0.5
-1.3 1.2 2.2
0.1 -1.2 1.7
-0.2 -0.6 0.1
-0.4 0.2 -1.4
-0.3 0.1 1.2
0.7 -0.8 -1.0
0.8 -1.0 0.3
2.1 -4.2 -0.6

Computed properties:
Charge ... 0
HOMO (spin up / spin down) ... -8.81 / -8.81 eV
E_LUMO (spin up / spin down) ... -1.39 / -1.39 eV
Relative energy (zero: lowest compared OMol25 entry of this formula, charge and spin) ... 418.6 kJ/mol
Frontier orbital gap (spin up / spin down) ... 0.2726 / 0.2729 Eh

---

3.
DFT (ωB97M-V/def2-TZVPD) results for the molecule C6H8F3NO3 in a non-equilibrium geometry.

Geometry (Å):
C 1.9251 0.7138 -0.0793
C 0.4732 0.6157 -0.6998
O -0.1046 1.8603 -0.7933
N 0.4274 0.0163 -2.1080
O -0.5879 0.3054 -2.7019
O 1.2787 -0.7515 -2.5068
C -0.5170 -0.3404 0.3432
C 0.1643 -1.6236 0.9077
F -0.7163 -2.6153 1.2066
F 1.1245 -2.1360 0.1816
F 0.8112 -1.2121 2.0472
C -1.2260 0.5412 1.3977
C -1.9542 -0.1833 0.2745
H 2.2736 1.6606 -0.1297
H 2.6910 0.2011 -0.6572
H 1.8639 0.3741 1.0270
H -0.5943 1.7709 -1.7053
H -0.9579 1.6530 1.4196
H -1.2635 0.0026 2.3484
H -2.4192 -1.0601 0.7327
H -2.6921 0.2072 -0.5049

Force components x, y, z for each atom (eV/Å):
-1.9 -3.3 1.0
0.5 -0.9 3.1
-0.9 -0.4 -2.5
0.6 -1.4 0.4
-0.4 0.3 -0.9
-0.5 0.7 0.5
2.8 1.4 -1.6
-0.6 1.6 0.7
0.6 0.8 0.1
0.3 -0.5 -1.2
-0.6 -0.9 0.3
0.9 0.4 -0.7
-2.8 -0.3 0.4
0.5 3.4 0.1
-0.4 -0.9 0.2
0.4 0.6 -2.1
0.6 0.6 2.2
-0.7 -1.9 -0.2
-0.2 0.6 -0.2
-0.2 0.1 -0.3
1.9 -0.1 0.8

Computed properties:
Charge ... 0
HOMO ... -10.85 eV
E_LUMO ... -0.31 eV
Relative energy (zero: lowest compared OMol25 entry of this formula, charge and spin) ... 266.2 kJ/mol
Frontier orbital gap ... 0.3876 Eh
SMILES string ... C[C@@](O)([N+](=O)[O-])C1(C(F)(F)F)CC1